[1]
The following is a quantum chemistry calculation of 2 unconnected molecules or ions with the total composition C2H3ClFO2S, from the OMol25 dataset.

```
! wB97M-V def2-TZVPD RIJCOSX def2/J DEFGRID3
* xyz -1 1
C 1.298 0.061 0.575
C -0.651 -0.819 -0.589
O -0.914 1.709 -1.001
O -1.400 0.931 1.232
F 2.186 -0.071 -0.382
S -1.646 0.691 -0.231
Cl -1.028 -2.394 -0.131
H 1.516 -0.559 1.518
H 0.788 1.031 0.596
H -0.148 -0.581 -1.587
*
```

## Properties
LUMO level (alpha / beta): 3.47 / 3.48 eV
ΔE to the lowest compared entry with this formula, charge and spin: 285.72 kJ/mol

---

[2]
The following is a quantum chemistry calculation of 2 unconnected molecules or ions with the total composition C2H3ClIN, from the OMol25 dataset.

```
! wB97M-V def2-TZVPD RIJCOSX def2/J DEFGRID3
* xyz 0 1
C -0.404 1.189 -0.782
C 0.401 -0.294 0.953
N -0.039 0.881 0.328
Cl -0.941 2.458 -1.614
I -0.549 -2.455 -2.272
H -0.337 -0.585 1.704
H 1.346 -0.076 1.450
H 0.523 -1.117 0.233
*
```

## Properties
LUMO level (alpha / beta): -0.95 / -2.84 eV
ΔE to the lowest compared entry with this formula, charge and spin: 209.34 kJ/mol

---

[3]
The following is a quantum chemistry calculation of 2 unconnected molecules or ions with the total composition C2H3ClN2, from the OMol25 dataset.

```
! wB97M-V def2-TZVPD RIJCOSX def2/J DEFGRID3
* xyz 0 1
C -0.099 0.070 -0.405
C -0.389 -0.896 0.442
Cl -0.632 -2.529 -0.038
H -0.008 -0.099 -1.463
H 0.048 1.074 -0.049
H -0.493 -0.749 1.505
N 3.795 -0.986 -0.260
N 3.322 -0.189 0.329
*
```

## Properties
LUMO level: 1.19 eV
ΔE to the lowest compared entry with this formula, charge and spin: 0.00 kJ/mol

---

[4]
The following is a quantum chemistry calculation of 2 unconnected molecules or ions with the total composition C2H3ClN2O, from the OMol25 dataset.

```
! wB97M-V def2-TZVPD RIJCOSX def2/J DEFGRID3
* xyz 0 1
C 0.230 -0.810 -0.226
N 0.784 -0.309 0.935
C 1.430 0.712 0.582
O 1.277 0.938 -0.754
N 0.541 -0.061 -1.277
H -0.437 -1.635 -0.332
H 1.711 1.573 1.150
Cl -2.987 -0.469 0.548
H -2.549 0.061 -0.626
*
```

## Properties
LUMO level: 0.70 eV
ΔE to the lowest compared entry with this formula, charge and spin: 146.40 kJ/mol

---

[5]
The following is a quantum chemistry calculation of 2 unconnected molecules or ions with the total composition C2H3ClN2O, from the OMol25 dataset.

```
! wB97M-V def2-TZVPD RIJCOSX def2/J DEFGRID3
* xyz 0 3
C -1.095 1.158 0.946
C 0.163 0.142 -0.848
N -0.471 0.592 0.123
N 1.376 -1.073 1.270
O 1.711 -0.613 0.245
Cl 0.855 -2.829 1.350
H -0.877 1.118 1.992
H -0.098 -0.892 -1.345
H 0.686 0.949 -1.430
*
```

## Properties
⟨S²⟩: 2.014
LUMO level (alpha / beta): -0.09 / -2.54 eV
ΔE to the lowest compared entry with this formula, charge and spin: 380.51 kJ/mol

---

[6]
The following is a quantum chemistry calculation of a gas-phase ion, C2H3ClNO2 (charge -1), from the OMol25 dataset.

```
! wB97M-V def2-TZVPD RIJCOSX def2/J DEFGRID3
* xyz -1 1
O -1.666 -1.371 -0.246
C -0.685 -0.787 -0.733
O -0.386 -0.564 -1.956
C 0.413 -0.353 0.305
N 0.262 1.010 0.872
Cl -0.850 2.044 0.037
H 1.381 -0.430 -0.205
H 0.389 -1.046 1.158
H 1.142 1.498 0.768
*
```

## Properties
LUMO level: 3.83 eV
ΔE to the lowest compared entry with this formula, charge and spin: 119.44 kJ/mol

---

[7]
The following is a quantum chemistry calculation of 2 unconnected molecules or ions with the total composition C2H3ClNOP, from the OMol25 dataset.

```
! wB97M-V def2-TZVPD RIJCOSX def2/J DEFGRID3
* xyz 0 1
C 1.486 1.119 -0.054
C -2.039 -0.163 0.270
N 1.193 2.115 0.413
O 2.286 -0.459 -2.001
P 1.489 -0.529 -0.775
Cl 2.199 -1.618 0.848
H -2.824 -0.427 -0.374
H -1.742 -0.909 1.075
H -2.048 0.870 0.598
*
```

## Properties
LUMO level (alpha / beta): -0.75 / -3.11 eV
ΔE to the lowest compared entry with this formula, charge and spin: 368.39 kJ/mol

---

[8]
The following is a quantum chemistry calculation of 2 unconnected molecules or ions with the total composition C2H3ClNP, from the OMol25 dataset.

```
! wB97M-V def2-TZVPD RIJCOSX def2/J DEFGRID3
* xyz 0 1
H 1.127 -2.053 0.873
N 0.955 -1.056 1.122
C -0.083 -0.379 0.988
C -0.775 0.815 0.861
P -1.994 -0.294 1.214
H -0.697 1.761 0.505
Cl 0.464 0.495 -3.338
H 1.003 0.711 -2.226
*
```

## Properties
LUMO level: -0.69 eV
ΔE to the lowest compared entry with this formula, charge and spin: 202.56 kJ/mol

---

no.,electronic energy (eV)
1,-32290.361
2,-24232.768
3,-17625.409
4,-19671.053
5,-19664.568
6,-20230.439
7,-27468.398
8,-25420.693